Formula: C17H34AsBrN4O2Pd
Source: the Open Molecules 2025 dataset
Level of theory: the ωB97M-V functional and the def2-TZVPD basis

CARTESIAN COORDINATES (ANGSTROEM)
Pd1 -0.1298 0.4036 -0.1010
C1 -4.5263 -3.7244 -1.1427
C2 -3.3360 -2.7991 -1.1987
C3 -3.2174 -1.7841 -2.1407
C4 -2.1299 -0.9279 -2.1231
C5 -1.1579 -1.0709 -1.1249
Br1 -1.0855 2.2113 -1.5953
N1 -1.2546 -2.0759 -0.2607
C6 -2.2965 -2.9148 -0.2912
H1 -5.1910 -3.5647 -1.9911
H2 -5.1017 -3.5577 -0.2287
H3 -4.2112 -4.7693 -1.1441
H4 -3.9985 -1.6454 -2.8845
H5 -2.0392 -0.1466 -2.8629
H6 -2.3133 -3.7007 0.4640
C7 -1.5719 0.7334 4.7419
N2 -2.2473 0.3208 3.5199
C8 -1.9519 -1.0473 3.1094
C9 -2.4473 1.2388 2.4992
N3 -2.2140 0.9069 1.2820
N4 -2.9033 2.4896 2.9140
C10 -2.8762 3.5631 1.9405
C11 -4.0087 2.5717 3.8584
H7 -0.5210 0.4190 4.7270
H8 -2.0478 0.2805 5.6149
H9 -1.6060 1.8135 4.8435
H10 -2.0640 -1.6962 3.9826
H11 -0.9446 -1.1531 2.6954
H12 -2.6575 -1.3528 2.3401
H13 -2.5698 1.5824 0.6180
H14 -1.9628 3.5141 1.3497
H15 -2.8953 4.5168 2.4709
H16 -3.7333 3.5324 1.2535
H17 -4.0983 1.6413 4.4121
H18 -4.9556 2.7517 3.3331
H19 -3.8504 3.3902 4.5658
C12 3.6125 -1.8344 0.1992
As1 1.9927 -2.4163 1.0618
C13 1.3249 -3.7837 -0.1124
C14 2.4912 -3.4065 2.6341
O1 1.0581 -1.1297 1.5059
H20 4.2301 -2.6912 -0.0712
H21 4.1595 -1.1666 0.8601
H22 3.3210 -1.2913 -0.6982
H23 2.1285 -4.5065 -0.2632
H24 1.0252 -3.3463 -1.0614
H25 0.4655 -4.2679 0.3442
H26 3.1929 -4.2034 2.3879
H27 1.5818 -3.8354 3.0486
H28 2.9294 -2.7317 3.3639
C15 2.1958 2.5846 -1.3109
O2 2.0264 2.5753 0.1303
C16 1.3231 1.6628 0.6752
C17 1.3996 1.8366 2.1570
H29 1.6273 3.4118 -1.7156
H30 1.8342 1.6620 -1.7383
H31 3.2572 2.7215 -1.4980
H32 1.7628 2.8271 2.4427
H33 2.0683 1.0682 2.5546
H34 0.4183 1.6411 2.5841

Forces on the atoms, in the same order (eV/Å):
1.53 -1.35 -1.70
0.10 0.12 0.11
-0.14 -0.15 0.03
0.09 0.01 -0.26
0.20 -0.18 -0.23
-1.30 0.85 1.38
0.23 -0.29 0.15
-0.14 -0.36 0.21
0.39 0.08 -0.25
0.02 -0.01 0.00
-0.02 -0.02 -0.04
-0.03 0.00 -0.02
0.05 -0.04 0.03
-0.07 0.13 0.10
0.03 0.02 -0.04
-0.05 -0.08 -0.13
0.06 0.06 -0.03
-0.07 0.08 0.04
-0.07 -0.08 -0.07
-0.10 -0.14 0.36
0.05 0.00 0.12
-0.01 -0.03 0.05
0.08 0.00 -0.07
0.00 0.02 0.00
0.00 -0.01 0.00
-0.01 0.05 0.02
0.00 0.05 -0.02
0.01 0.01 0.01
0.02 0.00 -0.01
-0.01 0.10 -0.09
-0.01 -0.01 -0.01
-0.04 -0.01 -0.01
0.02 0.00 0.01
0.02 0.01 0.00
0.02 -0.01 0.01
0.00 -0.01 -0.03
-0.02 0.00 0.00
0.09 -0.11 -0.03
-0.13 0.07 -0.07
0.04 0.01 -0.01
-0.21 0.35 -0.41
-0.01 0.04 0.02
0.02 0.01 0.03
0.02 0.02 -0.04
0.01 0.03 0.03
-0.04 0.01 0.02
-0.03 0.04 -0.03
-0.01 0.03 -0.01
-0.03 -0.02 0.04
0.04 0.04 0.03
0.08 0.19 0.01
0.91 0.07 -0.86
-1.57 0.73 1.41
0.16 0.00 0.14
-0.07 0.09 0.04
-0.12 -0.23 -0.01
0.07 0.01 0.11
0.04 -0.05 -0.01
-0.04 -0.06 -0.02
-0.04 -0.05 0.04

Relative energy (zero: lowest compared OMol25 entry of this formula, charge and spin) = 0.591 eV
E_HOMO (alpha / beta) = -6.991 / -6.990 eV
Energy = -162594.0989 eV
Molecular weight = 587.73 g/mol
F_max = 2.66 eV/A